15
Properties=species:S:1:pos:R:3:lowdin_charge:R:1 method="wB97M-V/def2-TZVPD" homo_energy_ev="-8.89 / -8.12" total_energy_ev=-8290.47665 e_above_lowest_kj_mol=436.1 multiplicity=1
C -2.604 -0.634 -0.254 -0.135
N -1.430 0.161 0.019 -0.003
C -0.288 -0.408 -0.075 -0.172
C 0.943 0.340 0.007 -0.243
C 2.286 -0.330 0.059 -0.070
C 0.758 1.744 0.203 -0.348
N 0.054 2.726 0.069 0.199
H -3.159 -0.164 -1.074 0.081
H -3.262 -0.624 0.622 0.078
H -2.387 -1.679 -0.526 0.070
H -0.184 -1.485 -0.280 0.125
H 3.097 0.405 0.075 0.081
H 2.414 -0.937 -0.845 0.085
H 2.413 -1.000 0.919 0.085
H 1.391 1.663 1.158 0.165